C22H23N3O6S in the gas phase. Source: the OMol25 dataset; level of theory: ωB97M-V/def2-TZVPD.

Computed properties:
HOMO in eV: -7.991
Frontier orbital gap in eV: 8.49
Maximum force in eV/Å: 1.7
Energy above the lowest of the compared OMol25 structures with the same formula, charge and spin in kJ/mol: 266.3
Calculated total energy in a.u.: -1866.0242

Positions of all 55 atoms, in Å:
C: -0.71320 2.40173 -1.84732
C: -0.15373 2.32328 -0.43710
H: 0.59834 1.53076 -0.35247
H: 0.29931 3.27356 -0.13651
O: -1.21173 2.01696 0.47748
C: -1.32619 2.76961 1.56494
O: -0.56974 3.65001 1.88017
C: -2.57261 2.42240 2.37258
N: -3.03444 1.06159 2.20013
C: -3.88005 0.82896 1.16204
O: -4.36670 1.73486 0.51654
C: -4.14467 -0.62191 0.79036
H: -3.66989 -1.34589 1.44528
H: -5.21592 -0.79506 0.69751
S: -3.46794 -0.88395 -0.88452
C: -1.81134 -1.01543 -0.43637
N: -1.32101 -1.16480 0.75611
N: 0.01524 -1.21015 0.61753
C: 0.28562 -1.09461 -0.64779
C: 1.58394 -1.06354 -1.26804
C: 2.72552 -1.20720 -0.49164
C: 3.97328 -1.16429 -1.08842
C: 4.10026 -0.97781 -2.45760
C: 2.93468 -0.82865 -3.25155
C: 1.69347 -0.87254 -2.65043
H: 0.79102 -0.76237 -3.22912
O: 3.15442 -0.64817 -4.57894
C: 2.04100 -0.50252 -5.42679
H: 1.39917 -1.38914 -5.40498
H: 1.44880 0.38095 -5.16670
H: 2.45044 -0.37917 -6.42787
O: 5.27180 -0.92203 -3.13411
C: 6.47375 -1.06575 -2.41645
H: 7.26707 -0.99055 -3.15817
H: 6.53264 -2.04013 -1.92102
H: 6.59648 -0.27129 -1.67343
H: 4.84993 -1.27891 -0.47204
H: 2.62326 -1.35231 0.57102
O: -0.85612 -0.96950 -1.38600
C: -2.56781 0.10161 3.12582
C: -1.21713 0.03745 3.44579
C: -0.77166 -0.88698 4.37136
C: -1.66550 -1.74136 4.99444
C: -3.01521 -1.65970 4.69828
C: -3.46992 -0.73659 3.77403
H: -4.52591 -0.65354 3.56020
H: -3.72076 -2.31040 5.19324
H: -1.31305 -2.46454 5.71419
H: 0.28100 -0.94273 4.60200
H: -0.51516 0.69282 2.95588
H: -3.36571 3.09006 2.01150
H: -2.37834 2.62980 3.42631
H: -1.16728 1.45637 -2.13218
H: 0.09072 2.63336 -2.54069
H: -1.47244 3.17739 -1.90650

=====

C22H23N5O3 in the gas phase. Source: the OMol25 dataset; level of theory: ωB97M-V/def2-TZVPD.

Computed properties:
HOMO in eV: -8.090
Frontier orbital gap in eV: 8.77
Maximum force in eV/Å: 1.1
Energy above the lowest of the compared OMol25 structures with the same formula, charge and spin in kJ/mol: 197.0
Calculated total energy in a.u.: -1351.6569

Positions of all 53 atoms, in Å:
C: -0.58606 3.87391 -2.46615
H: -1.46140 4.25009 -1.92626
O: -0.70265 2.50241 -2.75098
C: -0.80498 1.63429 -1.71110
C: -0.79738 1.98297 -0.37255
C: -0.90756 1.01209 0.61212
C: -1.03344 -0.31911 0.26987
C: -1.05234 -0.68146 -1.07557
C: -0.93339 0.27278 -2.06884
O: -0.92710 0.01665 -3.40295
C: -1.03424 -1.31907 -3.82684
H: -0.19673 -1.92368 -3.46254
H: -1.97824 -1.77145 -3.50543
H: -1.00583 -1.28452 -4.91470
H: -1.17859 -1.72202 -1.33416
C: -1.15878 -1.37337 1.35664
N: -2.46680 -1.28355 1.95760
C: -2.74127 -0.93970 3.22586
N: -4.04253 -0.91830 3.43212
C: -4.53375 -1.26473 2.22112
N: -3.62525 -1.49349 1.30714
H: -5.58290 -1.34806 2.02924
N: -1.72926 -0.69735 4.09985
C: -0.41683 -0.84516 3.70795
C: -0.09817 -1.17568 2.43132
C: 1.31618 -1.24625 2.00698
O: 2.25209 -0.93783 2.72831
N: 1.53000 -1.71723 0.74643
H: 0.75182 -1.81405 0.11673
C: 2.80951 -1.54400 0.08471
C: 2.69637 -0.44542 -0.93992
C: 2.50836 -0.73676 -2.28407
C: 2.34058 0.28054 -3.20727
C: 2.35726 1.60065 -2.79351
C: 2.53608 1.89831 -1.45303
C: 2.69836 0.88161 -0.53020
H: 2.83158 1.10923 0.51728
H: 2.55628 2.92736 -1.12332
H: 2.22675 2.39253 -3.51523
H: 2.19421 0.04463 -4.25067
H: 2.50461 -1.76841 -2.61019
H: 3.09925 -2.48880 -0.38609
H: 3.53307 -1.28801 0.86217
C: 0.57683 -0.60752 4.79518
H: 1.27917 -1.43489 4.85562
H: 0.07649 -0.48001 5.75303
H: 1.16882 0.27832 4.57388
H: -1.96497 -0.48936 5.05655
H: -1.08450 -2.37795 0.90932
H: -0.89220 1.30446 1.65127
H: -0.70275 3.01488 -0.07633
H: 0.31756 4.08953 -1.88705
H: -0.52132 4.36990 -3.43336

=====

Please write out number 2 again, unchanged.
C22H23N5O3 in the gas phase. Source: the OMol25 dataset; level of theory: ωB97M-V/def2-TZVPD.

Computed properties:
HOMO in eV: -8.090
Frontier orbital gap in eV: 8.77
Maximum force in eV/Å: 1.1
Energy above the lowest of the compared OMol25 structures with the same formula, charge and spin in kJ/mol: 197.0
Calculated total energy in a.u.: -1351.6569

Positions of all 53 atoms, in Å:
C: -0.58606 3.87391 -2.46615
H: -1.46140 4.25009 -1.92626
O: -0.70265 2.50241 -2.75098
C: -0.80498 1.63429 -1.71110
C: -0.79738 1.98297 -0.37255
C: -0.90756 1.01209 0.61212
C: -1.03344 -0.31911 0.26987
C: -1.05234 -0.68146 -1.07557
C: -0.93339 0.27278 -2.06884
O: -0.92710 0.01665 -3.40295
C: -1.03424 -1.31907 -3.82684
H: -0.19673 -1.92368 -3.46254
H: -1.97824 -1.77145 -3.50543
H: -1.00583 -1.28452 -4.91470
H: -1.17859 -1.72202 -1.33416
C: -1.15878 -1.37337 1.35664
N: -2.46680 -1.28355 1.95760
C: -2.74127 -0.93970 3.22586
N: -4.04253 -0.91830 3.43212
C: -4.53375 -1.26473 2.22112
N: -3.62525 -1.49349 1.30714
H: -5.58290 -1.34806 2.02924
N: -1.72926 -0.69735 4.09985
C: -0.41683 -0.84516 3.70795
C: -0.09817 -1.17568 2.43132
C: 1.31618 -1.24625 2.00698
O: 2.25209 -0.93783 2.72831
N: 1.53000 -1.71723 0.74643
H: 0.75182 -1.81405 0.11673
C: 2.80951 -1.54400 0.08471
C: 2.69637 -0.44542 -0.93992
C: 2.50836 -0.73676 -2.28407
C: 2.34058 0.28054 -3.20727
C: 2.35726 1.60065 -2.79351
C: 2.53608 1.89831 -1.45303
C: 2.69836 0.88161 -0.53020
H: 2.83158 1.10923 0.51728
H: 2.55628 2.92736 -1.12332
H: 2.22675 2.39253 -3.51523
H: 2.19421 0.04463 -4.25067
H: 2.50461 -1.76841 -2.61019
H: 3.09925 -2.48880 -0.38609
H: 3.53307 -1.28801 0.86217
C: 0.57683 -0.60752 4.79518
H: 1.27917 -1.43489 4.85562
H: 0.07649 -0.48001 5.75303
H: 1.16882 0.27832 4.57388
H: -1.96497 -0.48936 5.05655
H: -1.08450 -2.37795 0.90932
H: -0.89220 1.30446 1.65127
H: -0.70275 3.01488 -0.07633
H: 0.31756 4.08953 -1.88705
H: -0.52132 4.36990 -3.43336

=====

Repeat the second record exactly.
C22H23N5O3 in the gas phase. Source: the OMol25 dataset; level of theory: ωB97M-V/def2-TZVPD.

Computed properties:
HOMO in eV: -8.090
Frontier orbital gap in eV: 8.77
Maximum force in eV/Å: 1.1
Energy above the lowest of the compared OMol25 structures with the same formula, charge and spin in kJ/mol: 197.0
Calculated total energy in a.u.: -1351.6569

Positions of all 53 atoms, in Å:
C: -0.58606 3.87391 -2.46615
H: -1.46140 4.25009 -1.92626
O: -0.70265 2.50241 -2.75098
C: -0.80498 1.63429 -1.71110
C: -0.79738 1.98297 -0.37255
C: -0.90756 1.01209 0.61212
C: -1.03344 -0.31911 0.26987
C: -1.05234 -0.68146 -1.07557
C: -0.93339 0.27278 -2.06884
O: -0.92710 0.01665 -3.40295
C: -1.03424 -1.31907 -3.82684
H: -0.19673 -1.92368 -3.46254
H: -1.97824 -1.77145 -3.50543
H: -1.00583 -1.28452 -4.91470
H: -1.17859 -1.72202 -1.33416
C: -1.15878 -1.37337 1.35664
N: -2.46680 -1.28355 1.95760
C: -2.74127 -0.93970 3.22586
N: -4.04253 -0.91830 3.43212
C: -4.53375 -1.26473 2.22112
N: -3.62525 -1.49349 1.30714
H: -5.58290 -1.34806 2.02924
N: -1.72926 -0.69735 4.09985
C: -0.41683 -0.84516 3.70795
C: -0.09817 -1.17568 2.43132
C: 1.31618 -1.24625 2.00698
O: 2.25209 -0.93783 2.72831
N: 1.53000 -1.71723 0.74643
H: 0.75182 -1.81405 0.11673
C: 2.80951 -1.54400 0.08471
C: 2.69637 -0.44542 -0.93992
C: 2.50836 -0.73676 -2.28407
C: 2.34058 0.28054 -3.20727
C: 2.35726 1.60065 -2.79351
C: 2.53608 1.89831 -1.45303
C: 2.69836 0.88161 -0.53020
H: 2.83158 1.10923 0.51728
H: 2.55628 2.92736 -1.12332
H: 2.22675 2.39253 -3.51523
H: 2.19421 0.04463 -4.25067
H: 2.50461 -1.76841 -2.61019
H: 3.09925 -2.48880 -0.38609
H: 3.53307 -1.28801 0.86217
C: 0.57683 -0.60752 4.79518
H: 1.27917 -1.43489 4.85562
H: 0.07649 -0.48001 5.75303
H: 1.16882 0.27832 4.57388
H: -1.96497 -0.48936 5.05655
H: -1.08450 -2.37795 0.90932
H: -0.89220 1.30446 1.65127
H: -0.70275 3.01488 -0.07633
H: 0.31756 4.08953 -1.88705
H: -0.52132 4.36990 -3.43336

=====

Among the records above, which one has the highest frontier orbital gap? C22H23N5O3